Record 1
DFT (ωB97M-V/def2-TZVPD) results for a cluster of 19 separate species, C72H192N10O26 in total.

```
! wB97M-V def2-TZVPD RIJCOSX def2/J DEFGRID3
* xyz -1 2
C 0.00326 -18.68445 -7.88904
C -0.12526 -19.84678 -6.92869
C -0.35425 -19.45073 -5.44667
O 0.75472 -18.72868 -4.93079
C 2.03511 -19.33594 -4.87411
N -1.12245 -20.70793 -7.52617
H 0.84727 -18.01200 -7.73556
H -0.83904 -17.99341 -7.85575
H 0.00967 -19.03825 -8.92000
H 0.75289 -20.48728 -7.01061
H -0.53787 -20.30111 -4.78999
H -1.27697 -18.87533 -5.37188
H 2.03437 -20.35973 -4.50000
H 2.72647 -18.83774 -4.19447
H 2.55634 -19.24225 -5.82682
H -1.36121 -21.35906 -6.79191
H -1.98241 -20.19174 -7.64503
C 0.33712 -22.44383 -2.21708
C -0.28659 -21.70569 -1.01760
C -1.23710 -20.57848 -1.50907
O -1.74898 -19.83538 -0.39428
C -2.65927 -18.77501 -0.76538
N -0.97228 -22.61412 -0.10923
H 1.05487 -21.83556 -2.76749
H -0.44273 -22.76360 -2.90822
H 0.81817 -23.32315 -1.78874
H 0.51507 -21.14075 -0.54190
H -2.11586 -21.03660 -1.96294
H -0.79568 -19.92085 -2.25791
H -2.19988 -18.04020 -1.42653
H -3.11994 -18.31638 0.10957
H -3.39175 -19.26422 -1.40744
H -1.71490 -23.09716 -0.59429
H -1.54473 -21.95980 0.40484
C -1.28336 -14.56494 3.88156
C -0.59115 -14.40043 5.26786
C -1.13030 -15.41467 6.26783
O -0.84212 -15.05020 7.56673
C -1.36167 -15.97412 8.51228
N 0.83405 -14.34840 5.16959
H -1.30632 -15.59292 3.51986
H -0.97336 -13.94966 3.03691
H -2.30577 -14.23140 4.05910
H -0.90721 -13.45785 5.71480
H -0.64094 -16.35446 6.01206
H -2.20945 -15.56807 6.26629
H -2.43357 -15.86809 8.67930
H -0.84367 -15.86440 9.46503
H -1.25277 -17.03202 8.27337
H 1.13541 -14.57410 6.10679
H 1.06171 -15.15364 4.60403
C -7.86783 -11.76185 -2.37448
C -7.46208 -12.97141 -1.59455
O -6.90892 -12.52654 -0.39482
H -8.60872 -11.94868 -3.15184
H -7.04558 -11.18334 -2.79558
H -8.41755 -11.05452 -1.75352
H -6.68078 -13.58499 -2.04309
H -8.26609 -13.67311 -1.37254
H -6.69802 -13.31486 0.11081
C 2.16155 -17.87287 1.86765
C 1.94215 -16.66748 2.79844
O 1.15793 -17.21666 3.87700
H 2.67675 -18.67043 2.40298
H 2.76873 -17.65310 0.98951
H 1.23390 -18.28999 1.47576
H 1.51715 -15.82533 2.25230
H 2.90910 -16.28385 3.12391
H 1.57635 -18.06200 4.05568
C -6.45673 -16.46169 -0.43663
C -5.51870 -15.67895 0.43984
O -6.20355 -14.68081 1.14384
H -5.90423 -17.17235 -1.05129
H -6.94595 -15.78830 -1.14041
H -7.12805 -17.09681 0.14133
H -4.76906 -15.26816 -0.23647
H -4.99433 -16.44840 1.00649
H -6.37380 -14.95204 2.04885
C 4.01563 -9.80724 1.35352
C 3.56629 -11.28185 1.23208
O 4.64913 -12.05082 0.67676
H 4.92414 -9.69950 1.94606
H 3.29372 -9.13700 1.82012
H 4.18974 -9.35536 0.37700
H 2.79204 -11.27825 0.46485
H 3.18380 -11.71870 2.15456
H 4.82426 -11.68437 -0.19309
C 5.63561 -16.73941 2.01941
C 5.19141 -15.65259 1.04421
O 4.40439 -14.69817 1.85997
H 4.78473 -17.32395 2.36927
H 6.15246 -16.38043 2.90941
H 6.24416 -17.43141 1.43726
H 4.77934 -16.16916 0.17734
H 6.07087 -15.11778 0.68557
H 4.33367 -13.87291 1.37463
C -9.42490 -18.35223 -2.65257
C -10.26917 -17.09981 -2.93892
O -9.32534 -16.13478 -3.29389
H -8.61167 -18.16270 -1.95197
H -9.00693 -18.66447 -3.60961
H -9.95465 -19.19173 -2.20234
H -10.72056 -16.76034 -2.00665
H -11.02523 -17.29224 -3.70013
H -9.77304 -15.28596 -3.26815
C 0.07969 -9.52060 3.54006
C -0.12785 -11.09900 3.58030
O 1.05885 -11.67884 4.01993
H 0.99845 -9.29955 2.99681
H 0.26244 -9.07388 4.51737
H -0.72992 -8.96977 3.06130
H -0.35491 -11.35849 2.54627
H -0.93373 -11.28492 4.29030
H 0.98469 -12.62865 4.13810
C -4.93280 -19.65473 -4.43354
C -5.75483 -20.92277 -4.67374
O -6.93447 -20.86844 -3.91772
H -4.59616 -19.61714 -3.39751
H -5.44267 -18.70390 -4.58863
H -3.93119 -19.69315 -4.86179
H -5.17146 -21.82225 -4.47699
H -6.03428 -20.84619 -5.72452
H -6.76256 -20.78975 -2.97653
C 1.10853 -11.34114 -3.13557
C 0.66204 -12.33975 -4.19671
O 1.67839 -12.54790 -5.11149
H 0.42490 -11.16194 -2.30573
H 1.41124 -10.35472 -3.48690
H 2.04205 -11.66218 -2.67343
H -0.21329 -11.91579 -4.68880
H 0.43405 -13.26032 -3.65943
H 1.35046 -13.17773 -5.75754
C -5.74611 -24.63025 -9.11988
O -5.39063 -23.88404 -10.32645
C -3.94279 -23.80427 -10.65215
C -3.06029 -23.32701 -9.48226
N -3.16136 -21.85819 -9.31241
C -4.49692 -21.44174 -8.76031
C -4.62339 -19.88314 -8.58872
O -3.84360 -19.33957 -7.51853
C -3.70294 -17.92053 -7.62873
H -5.77960 -23.97170 -8.25197
H -5.06975 -25.47421 -8.98433
H -6.76153 -24.97326 -9.31831
H -3.84641 -23.03925 -11.42257
H -3.63725 -24.77011 -11.05453
H -2.04496 -23.62106 -9.74825
H -3.20562 -23.89071 -8.56073
H -2.44505 -21.47713 -8.71091
H -4.57657 -21.81971 -7.74104
H -5.34246 -21.74315 -9.37863
H -5.64516 -19.60869 -8.32649
H -4.34648 -19.36738 -9.50818
H -3.19375 -17.62793 -8.54699
H -3.15749 -17.53590 -6.76696
H -4.64541 -17.37400 -7.66271
C 0.60721 -13.79458 0.17952
O -0.00267 -14.15444 -1.09855
C 0.11183 -15.54002 -1.34723
C -0.51029 -15.92467 -2.68043
N -1.97883 -15.67829 -2.78422
C -2.74360 -16.15875 -3.92804
C -4.24736 -15.84815 -3.62907
O -4.91610 -16.35761 -4.79835
C -6.29799 -16.19339 -4.62666
H 1.60411 -14.22279 0.28403
H -0.00851 -14.04947 1.04209
H 0.83190 -12.72801 0.18571
H -0.34021 -16.17832 -0.58806
H 1.14789 -15.87803 -1.36771
H -0.34506 -16.98943 -2.84504
H -0.04043 -15.41828 -3.52357
H -2.27583 -14.83641 -2.31186
H -2.58108 -17.23245 -4.02221
H -2.47609 -15.61863 -4.83623
H -4.48651 -14.79420 -3.48729
H -4.54720 -16.44471 -2.76749
H -6.59536 -16.86939 -3.82498
H -6.76292 -16.34164 -5.60132
H -6.55163 -15.16654 -4.36333
C 4.27819 -14.14032 -9.62099
O 3.17162 -14.62654 -8.90879
C 3.32111 -14.63681 -7.51799
C 2.04892 -15.18376 -6.88018
N 0.87597 -14.25892 -7.05236
C -0.39140 -14.94255 -6.90282
C -1.57046 -14.00839 -7.08075
O -2.78361 -14.74361 -7.16607
C -3.88970 -14.02112 -7.64025
H 5.21251 -14.64714 -9.37959
H 4.38489 -13.07188 -9.43350
H 4.01386 -14.29765 -10.66668
H 3.39956 -13.58938 -7.22670
H 4.13239 -15.30428 -7.22748
H 2.21273 -15.41034 -5.82664
H 1.81389 -16.13270 -7.36221
H 0.85102 -13.98266 -8.02352
H -0.49955 -15.42924 -5.93353
H -0.44377 -15.73689 -7.64739
H -1.40467 -13.25614 -7.85195
H -1.71995 -13.46830 -6.14584
H -4.79073 -14.63365 -7.67273
H -3.67684 -13.72459 -8.66732
H -4.13518 -13.15611 -7.02414
C 9.57095 -16.98531 -0.46400
O 8.31399 -17.45360 -0.84312
C 8.29650 -18.10087 -2.09135
C 6.85838 -18.38447 -2.56360
N 6.12752 -17.11316 -2.69223
C 4.70256 -17.37899 -2.84705
C 3.92713 -16.10602 -3.05767
O 4.03978 -15.16703 -1.97470
C 3.42855 -13.90687 -2.20738
H 10.33409 -17.76355 -0.45731
H 9.56280 -16.62717 0.56545
H 9.97118 -16.20344 -1.10944
H 8.86196 -19.03199 -2.12860
H 8.76951 -17.42008 -2.79908
H 6.32307 -19.08431 -1.92191
H 6.94249 -18.96584 -3.48176
H 6.20203 -16.53852 -1.86498
H 4.23717 -17.97753 -2.06393
H 4.47323 -18.03564 -3.68629
H 2.87873 -16.31888 -3.26658
H 4.38751 -15.71577 -3.96533
H 2.36808 -13.98999 -2.44530
H 3.84994 -13.30901 -3.01552
H 3.47967 -13.26771 -1.32593
C -11.43328 -8.90361 -4.93185
O -10.38941 -9.61189 -5.49111
C -9.22227 -8.79132 -5.53797
C -7.97362 -9.63537 -5.53356
N -7.62724 -10.15137 -6.86329
C -6.61588 -11.15994 -6.81426
C -7.10809 -12.56260 -6.33511
O -7.99551 -13.04941 -7.26699
C -8.48351 -14.38905 -6.99983
H -11.08991 -8.71245 -3.91516
H -12.39751 -9.41150 -4.95213
H -11.53669 -7.91884 -5.38752
H -9.19646 -8.21470 -4.61334
H -9.25728 -8.14621 -6.41587
H -8.09420 -10.40706 -4.77325
H -7.15550 -9.04676 -5.11845
H -8.47359 -10.57489 -7.21603
H -5.81920 -10.84122 -6.14209
H -6.14257 -11.34742 -7.77807
H -7.51136 -12.54648 -5.32258
H -6.21430 -13.18582 -6.30603
H -9.04376 -14.37658 -6.06492
H -7.63656 -15.07451 -6.96963
H -9.20480 -14.72648 -7.74413
C -2.89066 -9.67746 -4.98087
O -3.28480 -11.01663 -5.24118
C -3.78029 -11.80135 -4.09814
C -2.82066 -12.03172 -2.90605
N -3.49359 -12.49077 -1.68824
C -2.57669 -12.66131 -0.52583
C -3.20195 -12.41019 0.83168
O -3.02062 -11.03935 1.08885
C -3.41578 -10.57058 2.37012
H -2.12069 -9.65471 -4.20969
H -3.74837 -9.11265 -4.61558
H -2.55813 -9.24531 -5.92467
H -4.09685 -12.76641 -4.49381
H -4.67957 -11.32672 -3.70555
H -2.32230 -11.09826 -2.64452
H -2.04863 -12.70105 -3.28563
H -4.26481 -11.96792 -1.29845
H -1.67808 -12.05773 -0.65344
H -2.18656 -13.66731 -0.68027
H -2.60232 -13.00993 1.51641
H -4.24273 -12.73257 0.80082
H -3.05625 -11.26530 3.12921
H -4.50128 -10.49527 2.43423
H -2.95347 -9.59212 2.50041
C -8.73350 -18.50665 -6.92674
O -9.40033 -19.36977 -7.80879
C -8.59376 -20.38748 -8.32353
C -9.37933 -21.35400 -9.26177
N -10.33006 -22.09675 -8.49150
C -11.19403 -22.91216 -9.33604
C -12.20209 -23.78788 -8.49420
O -12.96647 -24.73772 -9.30136
C -13.85967 -25.55139 -8.59543
H -8.33762 -19.13048 -6.12536
H -9.37910 -17.76283 -6.45980
H -7.88629 -18.00858 -7.39818
H -8.01712 -20.89347 -7.54921
H -7.86415 -19.92107 -8.98552
H -8.71399 -22.02775 -9.80166
H -9.84032 -20.77699 -10.06342
H -10.91316 -21.40245 -8.04649
H -10.65681 -23.54321 -10.04405
H -11.75848 -22.26017 -10.00269
H -12.95363 -23.14562 -8.03508
H -11.64370 -24.25561 -7.68332
H -14.76839 -24.99050 -8.37697
H -13.43637 -25.90728 -7.65613
H -14.17302 -26.31347 -9.30897
*
```

Calculated values
Frontier orbital gap (spin up / spin down) = 0.0507 / 0.3005 Ha
<S²> = 0.750
LUMO level (spin up / spin down) = 1.69 / 1.64 eV
E_HOMO (spin up / spin down) = 0.308 / -6.543 eV

=====

Record 2
DFT (ωB97M-V/def2-TZVPD) results for a structure of composition C25H21N2O7W.

```
! wB97M-V def2-TZVPD RIJCOSX def2/J DEFGRID3
* xyz 1 3
C 0.77899 -1.71024 1.07182
C -0.54974 -1.98210 0.59373
C -0.48118 -2.18747 -0.83779
H -1.41317 -2.15546 1.22524
C 0.91285 -2.03129 -1.23773
C 1.68218 -1.73254 -0.05235
H 2.76353 -1.65675 0.00618
H 1.05540 -1.65307 2.12043
H -1.30668 -2.50178 -1.46604
H 1.31288 -2.23343 -2.22513
C -0.69985 2.06782 -0.18711
C -0.40964 1.49201 1.10278
C 1.00486 1.18169 1.14907
H -1.10855 1.38969 1.93009
C 1.58743 1.58430 -0.11896
C 0.53033 2.13848 -0.93588
H 0.65348 2.56725 -1.92656
H -1.67919 2.41518 -0.50899
H 1.54489 0.83305 2.02757
H 2.64704 1.55817 -0.36498
W 0.15639 -0.23612 -0.41541
O 0.08672 -0.36157 -3.98357
C -1.15839 -0.90302 -4.45700
C 0.10344 -1.10367 -5.28082
H -1.53576 -1.76151 -3.90091
H -1.87431 -0.17548 -4.84829
H 0.55936 -2.09361 -5.20264
H 1.17045 -2.02805 -7.60516
C 0.85557 -0.98104 -7.67883
C 0.31361 -0.35418 -6.52567
C -0.09630 0.99415 -6.63723
H -0.51601 1.50120 -5.76789
C 0.03905 1.67468 -7.84911
H -0.26613 2.71923 -7.91134
C 0.55976 1.04048 -8.98256
H 0.65625 1.57614 -9.92719
C 0.96367 -0.29973 -8.88758
H 1.36571 -0.81011 -9.76663
O -1.38587 -2.42523 4.02002
C -1.50501 -1.18433 3.93371
O -1.96117 -0.43939 3.03202
C -0.99859 -0.44869 5.17865
C -1.14302 0.94842 5.29502
C -0.71658 1.62171 6.45883
C -0.13469 0.92263 7.52767
C 0.02742 -0.46549 7.40310
C -0.38812 -1.14595 6.23801
N 0.63390 -1.21063 8.48151
O 0.95518 -0.60193 9.52302
O 0.81354 -2.43686 8.32991
N -0.87769 3.05309 6.55375
O -1.33895 3.66893 5.57009
O -0.54702 3.61764 7.61610
H -1.59381 1.51817 4.48958
H 0.18384 1.44581 8.42773
H -0.23230 -2.21921 6.18371
*
```

Calculated values
Frontier orbital gap (spin up / spin down) = 0.1462 / 0.1457 Ha
<S²> = 2.015
LUMO level (spin up / spin down) = -7.19 / -7.19 eV
E_HOMO (spin up / spin down) = -11.168 / -11.158 eV
Energy relative to the best compared isomer or geometry (same formula, charge and spin) = 0.000 eV

=====

Record 3
DFT (ωB97M-V/def2-TZVPD) results for a cluster of 3 separate species, C3H11NO2 in total.

```
! wB97M-V def2-TZVPD RIJCOSX def2/J DEFGRID3
* xyz 0 1
C -0.95684 0.81454 0.52594
C -2.43399 0.51469 0.37360
O -0.53917 1.86819 -0.24055
H 0.48228 1.71054 -0.41844
H -0.66179 0.91956 1.58731
H -0.34124 -0.07833 0.17480
H -3.02649 1.37012 0.70100
H -2.71986 -0.34867 0.97672
H -2.67269 0.31357 -0.67078
C 1.82460 -1.55834 0.08072
N 1.03849 -0.90786 -0.93298
O 1.73587 0.97745 -0.65835
H 2.09137 0.97164 -1.55568
H 0.09396 -1.30093 -0.91948
H 1.85376 -2.62338 -0.20098
H 1.40519 -1.50380 1.09238
H 2.82656 -1.13899 0.08476
*
```

Calculated values
Frontier orbital gap (spin up / spin down) = 0.2901 / 0.2792 Ha
LUMO level (spin up / spin down) = -1.16 / -1.39 eV
E_HOMO (spin up / spin down) = -9.054 / -8.992 eV
Energy relative to the best compared isomer or geometry (same formula, charge and spin) = 5.042 eV